Density functional theory data (the ωB97M-V functional and the def2-TZVPD basis) for 16 unconnected molecules or ions with the total composition C36H92N12O16 in a non-equilibrium geometry.

Atoms and positions in Å:
C1 -4.73180 1.07871 0.80865
C2 -4.51513 0.74129 -0.65212
O1 -3.97015 -0.30672 -1.06209
N1 -4.83190 1.73734 -1.53032
C3 -4.36446 1.63294 -2.90937
H1 -4.32662 2.01348 1.10339
H2 -4.41364 0.25457 1.48364
H3 -5.79609 1.24354 1.05815
H4 -5.04865 2.64141 -1.16664
H5 -3.99609 0.62979 -2.95297
H6 -3.57776 2.34702 -3.21276
H7 -5.25059 1.75293 -3.66075
C4 1.60193 -3.88389 0.74112
C5 2.21567 -3.46727 -0.58049
O2 1.53771 -2.99325 -1.44628
N2 3.52377 -3.81055 -0.68514
C6 4.29938 -3.61618 -1.88085
H8 2.14122 -4.29997 1.57688
H9 0.81178 -4.55943 0.44425
H10 1.07545 -3.01842 1.10035
H11 3.87305 -4.30884 0.13683
H12 5.18294 -3.02693 -1.75353
H13 3.59690 -3.09049 -2.48747
H14 4.46121 -4.54364 -2.46057
C7 3.31216 -0.37219 -3.07619
C8 2.84656 0.80093 -3.91252
O3 2.64782 1.88893 -3.33503
N3 2.60796 0.69124 -5.24045
C9 2.17081 1.92902 -5.98140
H15 3.76357 -1.13384 -3.70916
H16 2.33499 -0.70706 -2.67627
H17 4.03791 -0.03024 -2.30354
H18 2.70353 -0.26905 -5.76027
H19 1.30473 1.72770 -6.63377
H20 2.99821 2.41527 -6.56695
H21 1.88941 2.65412 -5.22395
C10 -0.71558 -0.18338 -2.64212
C11 -0.99632 0.19965 -4.04137
O4 -1.18716 -0.62967 -4.92703
N4 -0.91819 1.52912 -4.40224
C12 -0.57992 2.55723 -3.45773
H22 -0.40207 -1.17664 -2.81519
H23 -1.57286 -0.13272 -1.92606
H24 0.08500 0.50949 -2.24680
H25 -0.90669 1.70887 -5.36027
H26 0.34988 2.44187 -2.91848
H27 -1.39850 2.51460 -2.72670
H28 -0.57607 3.54260 -3.89663
C13 1.00060 -3.31428 -5.27569
C14 2.46759 -3.39301 -5.44790
O5 3.13677 -2.37753 -5.74673
N5 2.99240 -4.63075 -5.44060
C15 2.29618 -5.94039 -5.38554
H29 0.49080 -4.26622 -5.46827
H30 0.65776 -2.73725 -6.18111
H31 0.62619 -2.83818 -4.33490
H32 3.97717 -4.70018 -5.63423
H33 2.03384 -6.28955 -6.39025
H34 1.36877 -6.00301 -4.86350
H35 2.96840 -6.69167 -4.99392
C16 -4.07239 -3.08078 -3.83223
C17 -3.54291 -3.22008 -2.44479
O6 -2.40285 -3.05327 -2.08692
N6 -4.48198 -3.70915 -1.55197
C18 -4.32795 -3.76573 -0.15050
H36 -4.98943 -2.48578 -3.78633
H37 -4.27760 -4.03590 -4.28325
H38 -3.42349 -2.53003 -4.51734
H39 -5.35498 -3.99746 -1.99722
H40 -3.50955 -4.43952 0.18806
H41 -5.16476 -4.16908 0.33496
H42 -4.02324 -2.79222 0.14380
C19 -3.45379 6.91931 -0.84360
C20 -3.41735 5.62775 -0.03984
O7 -4.05928 4.63604 -0.32012
N7 -2.60950 5.61724 1.05535
C21 -1.82645 6.68847 1.56104
H43 -4.13770 6.79371 -1.67696
H44 -2.49053 6.98929 -1.27173
H45 -3.66878 7.77701 -0.21804
H46 -2.66372 4.74049 1.50452
H47 -1.07810 6.24375 2.25026
H48 -2.34539 7.38260 2.14969
H49 -1.36134 7.24160 0.71651
C22 -3.59984 -1.51763 5.32304
C23 -2.82074 -1.76843 4.05343
O8 -2.74223 -0.94974 3.09265
N8 -2.17717 -2.94323 3.95557
C24 -1.28851 -3.20436 2.81265
H50 -3.50700 -2.30582 6.09199
H51 -4.66399 -1.39597 5.01570
H52 -3.30897 -0.52194 5.73654
H53 -1.83892 -3.31961 4.82808
H54 -0.44457 -3.83968 3.19422
H55 -0.96077 -2.29073 2.42870
H56 -1.83392 -3.79390 2.11592
C25 3.91247 4.69296 0.52048
C26 3.77973 3.78739 1.74478
O9 4.57064 2.92370 2.01457
N9 2.83485 4.17169 2.63740
C27 1.59124 4.92812 2.28377
H57 3.15392 5.45299 0.32649
H58 3.85300 4.05467 -0.35534
H59 4.94815 5.06785 0.61880
H60 2.66408 3.45012 3.34202
H61 1.18642 4.59229 1.38264
H62 1.74233 5.99988 2.31777
H63 0.79934 4.80207 3.07736
C28 4.09378 -1.18126 1.29307
C29 4.18736 -0.93824 2.75898
O10 3.85815 -1.76409 3.60771
N10 4.51064 0.28080 3.16801
C30 4.55771 0.65245 4.53775
H64 3.70641 -0.27516 0.82767
H65 3.28983 -1.85140 1.12531
H66 5.10159 -1.48402 0.92685
H67 4.70344 1.03469 2.44818
H68 5.23709 1.49704 4.56940
H69 4.99884 -0.19333 5.16826
H70 3.62100 1.02028 4.95543
C31 1.06294 -1.07075 5.00485
C32 0.91844 -2.54967 5.30597
O11 -0.12454 -2.97008 5.86638
N11 1.98357 -3.34579 5.03916
C33 2.01806 -4.78350 5.14941
H71 0.37501 -0.93543 4.17842
H72 2.04236 -0.80576 4.60992
H73 0.80868 -0.49577 5.87642
H74 2.80910 -2.94026 4.57290
H75 1.27161 -5.19930 5.80570
H76 3.02330 -4.95821 5.59683
H77 1.82178 -5.29633 4.25758
C34 -3.50064 2.82213 4.17398
C35 -2.06039 2.77418 3.55557
O12 -1.48542 3.83297 3.25858
N12 -1.55834 1.56957 3.31942
C36 -0.41020 1.26661 2.52810
H78 -4.34458 2.91592 3.47826
H79 -3.68693 3.77763 4.72100
H80 -3.60220 2.00712 4.86323
H81 -2.22769 0.77619 3.51506
H82 -0.29271 0.19659 2.52847
H83 0.50837 1.67315 2.87075
H84 -0.42931 1.66120 1.49806
O13 0.27735 4.42154 -1.46289
H85 -0.49802 4.68183 -0.94087
H86 0.64034 3.63161 -1.01314
O14 -1.71253 -1.30494 0.17060
H87 -1.77223 -1.87381 -0.60214
H88 -2.51985 -0.82197 0.13704
O15 1.94824 1.93700 -0.15280
H89 2.23960 2.03757 -1.07140
H90 1.64518 1.00281 -0.08942
O16 1.01509 -0.55433 0.14136
H91 0.07582 -0.82677 0.04123
H92 1.39464 -0.94305 -0.62988

Forces on the atoms, in the same order (eV/Å):
-1.354 -1.556 0.618
1.041 0.179 -0.830
-1.004 0.918 1.090
0.474 -0.541 -0.153
-1.854 0.563 -1.131
1.021 0.824 -0.016
0.158 0.578 -0.577
0.115 -0.313 -0.511
-0.061 0.470 0.304
0.345 -0.494 -0.600
-0.365 -0.200 0.518
1.523 -0.230 1.331
-1.122 0.462 -0.426
1.223 -1.822 1.815
-0.648 1.118 -1.434
0.466 -0.579 0.959
-1.100 -0.850 -0.540
0.789 -0.141 -0.147
-0.265 -0.419 0.081
-0.255 0.528 0.295
0.107 0.424 -0.765
0.590 0.172 0.208
-0.168 0.768 -0.791
0.361 0.180 0.592
-0.335 0.306 -0.612
0.098 1.560 0.404
0.190 -0.760 -0.008
0.013 -1.253 -1.761
0.593 -0.598 0.078
-0.164 -0.193 0.142
0.786 -0.400 0.292
-0.835 -0.172 -0.463
-0.140 2.360 1.563
0.492 -0.124 0.224
-0.623 -0.805 0.415
-0.133 -0.068 0.026
0.088 1.804 0.937
-0.153 1.245 -1.996
-0.179 -0.218 0.271
0.369 -1.192 1.751
-1.222 0.035 0.778
0.504 -1.300 0.782
0.559 -0.043 -0.874
-0.665 -1.038 -0.221
-0.001 0.176 -1.536
0.339 -0.267 -0.278
0.347 0.561 0.267
-0.062 0.155 -0.295
-1.794 0.636 -1.034
0.411 1.190 -0.977
-0.404 -1.406 0.830
-0.023 -1.199 0.499
0.693 0.192 -1.172
0.219 0.114 0.635
0.212 0.062 1.222
0.473 -0.355 -0.883
0.103 0.202 -0.092
0.180 0.200 -0.151
-0.334 0.561 0.857
0.220 0.015 0.310
-0.187 1.216 -0.664
-0.982 -1.420 1.262
1.113 0.749 0.086
-0.891 -0.220 -2.748
2.371 -0.717 0.222
-0.114 -0.263 -0.047
-0.189 -0.500 -0.045
0.357 -0.139 0.422
0.439 0.288 0.630
-0.125 0.227 -0.525
-1.520 0.023 0.518
-0.126 0.920 0.988
-0.673 -1.182 0.238
0.248 1.025 0.738
-0.572 -0.748 -0.557
-1.054 0.171 -1.536
1.993 -0.579 -0.415
-0.293 0.141 0.201
1.264 0.568 -0.481
-0.051 0.169 -0.057
0.429 -0.829 1.078
-0.151 0.343 -0.699
-1.179 1.084 0.802
0.071 -0.375 0.689
-0.541 0.877 -0.056
0.884 0.667 -1.641
-0.913 -0.814 1.849
0.201 0.004 0.125
0.099 -1.686 2.282
0.041 0.424 -0.513
0.614 -0.236 0.306
-0.055 -0.815 -0.203
-0.132 -0.147 0.227
-0.639 0.695 -0.347
0.555 1.251 -0.975
-0.275 -0.206 -1.006
0.616 -0.838 -0.099
-1.159 2.400 -0.366
1.133 -1.353 -0.063
-1.911 -0.319 0.590
0.330 0.047 2.705
0.258 0.088 0.650
0.323 -0.239 -0.148
-0.608 0.205 -0.393
0.276 0.448 -0.219
-0.630 -0.359 -1.545
0.429 0.231 -0.488
0.969 -0.480 -0.730
0.819 0.863 -0.045
-0.929 0.351 0.856
0.162 -1.247 0.034
0.542 1.606 -2.397
1.385 -0.397 1.277
0.630 0.296 -0.258
-0.160 -1.168 -0.109
-0.968 0.065 -0.156
-0.426 -1.079 1.330
0.193 0.144 0.316
-0.829 1.171 -0.801
-0.264 -0.389 -0.028
0.407 -1.017 -0.805
-0.410 -0.678 1.535
1.347 0.257 -0.957
-0.373 0.749 -0.731
0.973 0.660 2.088
-0.445 0.509 0.054
0.039 -0.101 0.272
-0.310 0.265 0.202
-0.765 0.131 0.235
-0.282 0.414 0.684
-0.701 -0.688 -0.616
0.320 -0.589 -1.750
0.595 1.418 0.178
-0.986 1.763 -0.387
-0.157 -0.516 0.048
-1.916 -1.233 0.928
0.217 0.082 -1.101
0.525 -0.834 -0.428
0.892 -0.672 -0.053
-0.491 -0.518 0.239
1.173 0.777 -0.580
-0.072 -0.317 -0.350
0.790 0.544 0.996
-0.574 -0.316 0.164
-0.041 -0.081 0.570
0.318 -0.228 -0.095
-0.210 0.379 -0.077
1.685 -0.678 0.389
-0.135 -0.487 -0.385
-1.242 0.764 -0.055
-0.022 0.199 -0.282
0.180 -0.086 -0.115
-0.194 0.411 0.159
-0.686 0.052 0.681
-0.164 0.359 0.447
0.676 -0.738 -0.981

energy: -3288.0068 a.u.
HOMO-LUMO gap: 9.230 eV